Below is a structure of composition C13H28NO4P2Yb, with properties calculated with ωB97M-V with the def2-TZVPD basis set.

Geometry as XYZ:
```
49
Properties=species:S:1:pos:R:3:mulliken_spin:R:1
C -0.8174 0.9964 -3.7525 0.000
C -0.8605 0.4860 -2.4516 0.000
N -0.0995 1.0415 -1.4809 -0.001
C 0.7619 2.0404 -1.7576 -0.001
C 0.8360 2.5777 -3.0436 0.000
C 0.0280 2.0554 -4.0501 0.000
C -1.7615 -0.7018 -2.0967 -0.001
P -2.2610 -0.8477 -0.3188 -0.002
Yb 0.0057 -0.0299 0.6292 1.013
P 2.1266 1.4292 0.7243 -0.003
C 1.6502 2.6051 -0.6277 0.000
O -0.5834 -3.2641 -2.4666 0.000
O 0.3663 -3.6491 0.0853 0.000
H -1.4839 0.5695 -4.4977 0.000
H 1.5433 3.3774 -3.2290 0.000
H 0.0613 2.4731 -5.0468 0.000
C -3.6890 0.2474 -0.0888 0.000
C -2.7980 -2.5373 0.0276 0.000
H 2.6116 2.9518 -1.0362 0.000
H 1.1493 3.4714 -0.1433 0.000
H -1.2774 -1.6791 -2.4065 0.000
H -2.7206 -0.6174 -2.6312 0.000
C 2.4154 2.3875 2.2274 0.000
C 3.6941 0.6715 0.2170 0.000
H 0.8849 -2.7872 -0.0323 0.001
H 0.2686 -3.7287 1.0594 0.000
H -0.2320 -3.5607 -1.5796 0.000
H 0.1268 -3.4066 -3.1192 0.000
H -0.8521 1.4813 1.5054 -0.002
H 1.1802 -1.4095 -0.1263 -0.002
H -4.5838 -0.0950 -0.6243 0.000
H -3.8939 0.2497 0.9924 0.000
H -3.4406 1.2736 -0.3968 0.000
H -3.6726 -2.8231 -0.5699 0.000
H -1.9608 -3.2312 -0.1384 0.000
H -3.0551 -2.5632 1.0975 0.000
H 4.5219 1.3907 0.1624 0.000
H 3.9150 -0.0996 0.9718 0.000
H 3.5417 0.1695 -0.7508 0.000
H 3.2782 3.0574 2.1305 0.000
H 1.5040 2.9567 2.4635 0.000
H 2.5913 1.6661 3.0398 0.000
C 0.3235 -0.2691 5.0821 0.000
O 0.4155 -0.1624 3.6516 -0.001
C -0.1359 -1.1097 2.8887 -0.001
O -0.5229 -2.1701 3.3281 0.000
H -0.3972 0.4863 5.4075 0.000
H 1.3243 -0.0857 5.4729 0.000
H -0.0267 -1.2848 5.2987 0.000
```

For the HOMO energy (alpha / beta), the calculation gives -0.252 / -0.251 Eh. The spin multiplicity is 2. As for the largest force on an atom: 2.990 eV/A. The value obtained for the lowest unoccupied orbital energy (alpha / beta) is 0.03 / 0.04 eV.